(1)
ORCA calculation (the ωB97M-V functional and the def2-TZVPD basis) on a molecular structure, CF3Pr.

```
5
Properties=species:S:1:pos:R:3:forces:R:3
C -0.65187 -0.07477 -0.13016 -1.6 0.1 0.7
F -1.15678 0.44939 0.93838 1.0 -0.4 -1.1
F -1.64736 -0.64899 -0.73003 0.0 0.0 -0.1
Pr 1.99318 -0.37327 -1.02669 -0.6 1.3 2.3
F 1.46283 0.64766 0.94850 1.3 -1.0 -1.9
```
Forces are in eV/Å.

Summary:
HOMO level (alpha / beta) in eV: -12.1 / -15.3
Maximum force in eV/A: 2.743
2S+1: 4
Total energy in Eh: -854.3784
Total charge: +1

Atom charges from the Löwdin analysis, given in e for atoms 1 to 2:
1. C -0.185
2. F 0.163

---

(2)
ORCA calculation (the ωB97M-V functional and the def2-TZVPD basis) on 4 unconnected molecules or ions with the total composition C3H12NO3.

```
19
Properties=species:S:1:pos:R:3:forces:R:3
C 1.12249 0.94872 -0.44581 -0.6 -0.3 -0.1
C 1.74190 0.13929 -1.28466 0.4 0.3 -0.1
C -0.62354 1.25451 1.08791 -0.3 0.7 0.4
N 0.19647 0.47440 0.52242 0.0 -0.6 0.3
H 1.10073 2.02319 -0.48813 0.1 0.1 -0.3
H 1.81598 -0.93604 -1.20383 -0.4 0.0 0.0
H 2.24269 0.62151 -2.11107 0.4 -0.1 0.0
H -1.34697 0.89713 1.80037 -0.1 -0.4 0.1
H -0.61006 2.31839 0.88572 0.1 0.1 -0.2
H 0.13715 -0.57035 0.73919 0.4 0.2 -0.2
H -1.64341 -4.26186 -0.31090 0.1 0.2 0.1
H -2.55803 -4.23704 0.89673 0.0 0.2 0.2
O -1.81946 -3.76126 0.49946 -0.2 -0.4 -0.5
H -0.72027 4.18434 -1.62955 -0.1 0.0 0.1
H 0.75889 4.27378 -1.31231 0.0 0.1 0.1
O -0.07681 3.96183 -0.94590 0.1 -0.1 -0.2
H -0.58174 -2.59204 0.71149 0.3 -0.1 0.0
H 0.56935 -2.57070 1.71452 0.1 0.2 -0.3
O 0.29464 -2.16779 0.87435 -0.4 -0.1 0.4
```
Forces are in eV/Å.

Summary:
HOMO level in eV: -14.2
Maximum force in eV/A: 0.829
Total energy in Eh: -401.7126
Total charge: +1
Energy relative to the best compared isomer or geometry (same formula, charge and spin) in kcal/mol: 22.85

Atom charges from the natural (NBO) analysis, given in e for atoms 1 to 2:
1. C -0.074
2. C -0.312